Computed, not measured: a molecular structure, C31H23MnN8S2Se in a non-equilibrium geometry, with the ωB97M-V functional and the def2-TZVPD basis.

```
66
Properties=species:S:1:pos:R:3:lowdin_spin:R:1
Se -1.222 0.918 2.555 0.020
Mn -0.442 -0.014 0.255 2.783
S -1.800 -0.003 -4.137 0.445
S -0.787 1.452 -1.702 -0.007
N 4.450 0.536 0.876 0.006
N 3.072 -7.265 -3.568 0.002
N -5.203 0.142 -3.841 0.148
N -4.095 -2.744 -1.301 0.006
N -2.115 -1.332 0.130 -0.005
N 0.416 -1.686 -0.333 -0.006
N -4.499 2.477 -0.570 0.203
N 1.625 0.487 0.374 -0.002
C 3.794 -0.609 0.660 0.000
C 1.757 -1.701 -0.396 0.016
C -3.343 1.263 -2.451 0.248
C -0.398 -2.628 -0.908 0.018
C -1.812 -2.438 -0.639 0.008
C 3.229 -5.526 -1.859 0.003
C 2.035 -6.599 -4.096 0.000
C -0.660 2.715 2.809 0.007
C 0.440 6.865 2.472 0.000
C 2.462 -0.616 0.266 0.007
C -1.631 3.754 2.539 0.001
C 3.675 1.638 0.933 0.000
C 1.529 2.051 3.744 0.001
C 1.539 -3.737 -1.731 0.015
C 0.989 4.430 3.173 0.000
C -3.331 -0.838 -0.019 0.012
C 0.180 -3.603 -1.704 -0.003
C -3.893 2.023 -1.476 0.025
C -1.993 0.917 -2.738 0.018
C -4.336 0.666 -3.226 0.017
C 2.221 -4.801 -2.502 0.001
C -2.850 -3.174 -1.189 0.002
C 1.543 -5.408 -3.604 0.002
C 2.360 -2.783 -1.080 -0.006
C -1.251 5.079 2.521 0.001
C 0.101 5.418 2.759 -0.001
C 2.295 1.601 0.574 0.007
C -4.330 -1.594 -0.677 0.004
C 0.636 3.051 3.210 0.000
C -3.083 3.444 2.309 0.001
C 3.690 -6.703 -2.518 0.000
H 1.645 1.139 3.151 0.000
H -2.683 -4.133 -1.677 0.000
H -3.234 2.969 1.310 0.000
H -3.623 0.057 0.559 0.001
H -3.582 4.452 2.303 0.000
H 4.159 2.602 1.132 0.000
H 1.051 6.922 1.598 0.000
H 2.017 4.717 3.407 0.000
H -5.391 -1.302 -0.655 0.000
H 1.817 2.568 0.492 0.000
H 0.786 -4.892 -4.169 0.000
H -1.963 5.870 2.394 0.000
H -3.593 2.923 3.105 0.000
H 2.522 2.489 3.974 0.000
H 4.596 -7.191 -2.185 0.000
H 3.832 -5.120 -0.992 0.000
H 0.994 7.428 3.219 0.000
H -0.431 7.471 2.283 0.000
H 1.560 -7.094 -4.944 0.000
H 3.457 -2.821 -1.200 -0.001
H 4.441 -1.516 0.650 0.000
H -0.471 -4.266 -2.294 0.000
H 1.133 1.603 4.650 0.000
```

Spin multiplicity: 5
Gap between HOMO and LUMO (spin up / spin down), eV: 5.09 / 4.32
⟨S²⟩: 6.104
Energy, eV: -162774.6659
Energy above the lowest of the compared OMol25 structures with the same formula, charge and spin, kcal/mol: 43.22
LUMO level (spin up / spin down), eV: -1.98 / -2.87

=====

Computed, not measured: a single C18H22N2O4S2 molecule, with the ωB97M-V functional and the def2-TZVPD basis.

```
48
Properties=species:S:1:pos:R:3:mulliken_charge:R:1
S 2.427 -2.681 0.713 -0.302
S -3.714 -0.673 0.259 1.339
O -4.624 -1.029 -0.785 -0.760
O -0.140 0.198 -2.671 -0.655
O 1.094 3.474 0.102 -0.477
O -2.993 -1.758 0.873 -0.658
N -0.862 -1.475 -1.327 -0.038
N -2.659 0.464 -0.389 -0.037
C -0.814 2.001 -0.148 0.030
C 5.084 0.877 -0.261 -0.690
C 3.392 -1.251 0.302 0.463
C -1.010 -0.322 -2.005 0.841
C 0.711 -2.182 0.386 -0.083
C 4.765 -1.455 0.197 -0.646
C 3.720 1.078 -0.155 -0.451
C 2.870 0.022 0.125 0.489
C -0.365 1.152 2.440 -0.789
C 5.605 -0.396 -0.084 -0.530
C 0.430 -2.085 -1.110 -0.844
C -4.618 0.279 1.497 -1.001
C -2.396 0.306 -1.810 -1.167
C 0.233 2.544 0.585 0.380
C 0.449 2.123 1.899 -0.509
C -1.624 1.006 0.400 0.652
C -1.392 0.579 1.703 -1.122
C 1.005 3.836 -1.259 -0.880
H 0.096 -2.956 0.845 0.531
H 1.851 4.497 -1.441 0.252
H -0.188 0.808 3.448 0.400
H 1.812 0.215 0.206 -0.197
H 5.159 -2.450 0.340 0.392
H 0.510 -1.238 0.894 -0.186
H 0.077 4.377 -1.469 0.376
H -2.445 1.267 -2.328 0.380
H -3.176 -0.343 -2.208 0.534
H -1.963 -0.228 2.127 0.385
H 6.668 -0.564 -0.165 0.364
H 1.170 -1.453 -1.610 0.598
H 0.460 -3.083 -1.559 0.261
H -5.382 0.826 0.960 0.351
H -3.938 0.951 2.004 0.401
H -5.064 -0.419 2.195 0.374
H 5.740 1.706 -0.480 0.389
H -1.621 -1.820 -0.752 0.270
H 1.077 2.961 -1.912 0.345
H 1.265 2.553 2.456 0.441
H -0.990 2.332 -1.155 0.400
H 3.304 2.066 -0.279 0.384
```

Gap between HOMO and LUMO, eV: 8.49
Energy, eV: -51863.6217
Energy above the lowest of the compared OMol25 structures with the same formula, charge and spin, kcal/mol: 6.17
LUMO level, eV: 0.47
Structure (SMILES): COc1cccc(N(CC(=O)NCCSc2ccccc2)S(C)(=O)=O)c1

=====

Computed, not measured: 13 unconnected molecules or ions with the total composition H26O13, with the ωB97M-V functional and the def2-TZVPD basis.

```
39
Properties=species:S:1:pos:R:3:mulliken_charge:R:1
O -9.451 -6.398 12.717 -0.702
O -8.881 -7.769 15.676 -0.502
O -9.387 -7.843 18.482 -0.604
O -14.193 -7.313 17.977 -0.610
O -11.809 -9.106 17.573 -0.731
O -12.168 -7.709 15.092 -0.200
O -10.544 -5.288 15.024 -0.645
O -11.039 -8.645 11.912 -0.607
O -13.273 -5.031 16.357 -0.643
O -13.858 -10.202 16.347 -0.642
O -14.007 -6.371 13.363 -0.702
O -13.249 -9.893 13.703 -0.716
O -15.914 -7.769 15.070 -0.659
H -8.706 -8.305 17.990 0.268
H -12.823 -9.027 13.598 0.366
H -13.425 -7.896 17.955 0.346
H -15.242 -8.283 15.530 0.326
H -15.465 -7.392 14.299 0.333
H -13.717 -5.471 13.196 0.297
H -12.435 -5.395 16.053 0.236
H -10.542 -9.466 11.966 0.313
H -8.664 -6.786 12.313 0.328
H -11.391 -7.204 14.813 0.203
H -9.054 -7.624 14.739 0.185
H -8.636 -8.699 15.727 0.317
H -13.429 -6.689 14.073 0.354
H -13.619 -5.702 16.964 0.408
H -12.590 -9.503 17.101 0.231
H -10.407 -7.938 12.109 0.347
H -10.020 -5.364 14.215 0.259
H -10.220 -8.181 18.133 0.369
H -13.512 -10.258 15.427 0.388
H -14.636 -7.518 18.805 0.292
H -9.969 -5.627 15.723 0.342
H -11.169 -9.821 17.639 0.287
H -11.885 -8.148 15.905 0.257
H -9.569 -5.561 12.249 0.295
H -14.069 -9.830 13.203 0.347
H -14.472 -10.932 16.454 0.264
```

Gap between HOMO and LUMO, eV: 9.21
Energy, eV: -27040.5205
Energy above the lowest of the compared OMol25 structures with the same formula, charge and spin, kcal/mol: 32.90
LUMO level, eV: -0.67

=====

Computed, not measured: 8 unconnected molecules or ions with the total composition C4H24N2O9 in a non-equilibrium geometry, with the ωB97M-V functional and the def2-TZVPD basis.

```
39
Properties=species:S:1:pos:R:3:mulliken_charge:R:1
O 1.570 -1.787 1.281 -0.763
O 0.372 -1.399 -3.465 -0.650
O 0.519 1.284 -4.239 -0.740
O -1.521 1.000 3.076 -0.701
O -2.116 -2.707 1.197 -0.578
O -0.573 -1.556 3.256 -0.661
O 3.688 -0.612 -1.181 -0.661
O -3.225 -0.127 1.116 -0.702
O -0.891 2.471 -2.069 -0.607
N 0.380 2.178 0.504 -0.688
N 2.354 0.310 1.401 -0.220
C 1.453 -0.586 0.991 -0.262
C -1.147 1.305 -1.201 -0.830
C 0.203 1.112 -0.512 0.683
C 0.224 -0.250 0.176 0.597
H -2.595 0.267 1.745 0.364
H 0.032 3.034 0.085 0.339
H -1.507 0.570 -1.912 0.368
H -1.972 1.586 -0.540 0.366
H 0.535 1.550 -3.310 0.382
H -0.583 -0.242 0.917 -0.569
H 2.310 1.263 1.069 0.272
H 0.090 -1.688 2.561 0.373
H -1.731 2.865 -2.322 0.330
H 0.020 -1.047 -0.527 0.378
H -3.875 -0.609 1.632 0.307
H 2.827 -0.632 -0.754 0.403
H 0.100 -0.460 -3.471 0.348
H 1.323 -1.255 -3.548 0.309
H 1.051 1.211 -1.200 0.229
H -2.046 0.862 3.862 0.294
H -2.651 -1.976 0.839 0.316
H -0.376 1.551 -4.477 0.328
H -1.096 -2.362 3.276 0.250
H -1.876 -3.191 0.399 0.303
H -0.219 1.971 1.290 0.215
H 3.118 -0.070 1.935 0.261
H 3.734 -1.383 -1.751 0.295
H -0.770 0.399 2.999 0.322
```

Gap between HOMO and LUMO, eV: 10.30
Energy, eV: -25945.8894
Energy above the lowest of the compared OMol25 structures with the same formula, charge and spin, kcal/mol: 35.00
LUMO level, eV: 0.25
Structure (SMILES): NC(=O)C[C@H](N)CO.O.O.O.O.O.O.O

=====

Computed, not measured: a single C6H9N molecule in a non-equilibrium geometry, with the ωB97M-V functional and the def2-TZVPD basis.

```
16
Properties=species:S:1:pos:R:3:mulliken_charge:R:1
N -2.485 0.094 0.161 -0.593
C -1.172 -0.578 0.486 -0.138
C 0.022 -1.206 -0.182 -0.905
C 1.012 0.072 -0.102 0.560
C -1.227 0.645 -0.318 0.382
C 2.369 -0.015 0.100 -0.932
C 0.064 1.373 0.086 -0.964
H -0.800 -0.383 1.575 0.222
H 0.533 -2.090 0.276 0.343
H -1.021 0.308 -1.380 0.164
H -0.286 -1.532 -1.173 0.266
H 2.869 -0.948 0.171 0.316
H -3.142 -0.430 -0.406 0.266
H 2.928 0.926 0.156 0.255
H 0.086 1.582 1.094 0.358
H 0.250 2.182 -0.544 0.398
```

Gap between HOMO and LUMO, eV: 9.95
Energy, eV: -7852.8318
Energy above the lowest of the compared OMol25 structures with the same formula, charge and spin, kcal/mol: 122.86
LUMO level, eV: 1.05
Structure (SMILES): C=C1C[C@@H]2N[C@H]2C1

=====

Computed, not measured: a single C4H7NO molecule in a non-equilibrium geometry, with the ωB97M-V functional and the def2-TZVPD basis.

```
13
Properties=species:S:1:pos:R:3:mulliken_charge:R:1
O -1.539 -0.947 -1.447 -0.367
N -2.007 -0.994 -0.030 -0.316
C 0.759 0.725 -0.776 -0.457
C 1.156 0.900 0.668 -0.689
C 0.186 -0.247 0.381 -0.446
C -1.264 -0.530 0.869 -0.125
H -0.089 1.152 -1.426 0.377
H -1.768 -0.531 1.912 0.324
H 1.593 0.258 -1.405 0.239
H 2.105 0.701 1.105 0.241
H 0.810 1.610 1.432 0.253
H 0.638 -1.131 0.194 0.598
H -0.582 -0.966 -1.479 0.370
```

Gap between HOMO and LUMO, eV: 10.95
Energy, eV: -7794.3741
Energy above the lowest of the compared OMol25 structures with the same formula, charge and spin, kcal/mol: 121.54
LUMO level, eV: 0.90
Structure (SMILES): O/N=C\C1CC1